# C20H40B2F3O9Si2

A structure of composition C20H40B2F3O9Si2 in a non-equilibrium geometry (ωB97M-V/def2-TZVPD, the Open Molecules 2025 dataset).

Geometry as XYZ:
```
76
Properties=species:S:1:pos:R:3:forces:R:3:mulliken_charge:R:1
Si 0.9823 -2.3581 1.6837 0.6441 0.0232 -0.5639 -0.420
Si 0.5726 0.3799 2.6985 0.3860 1.0556 -0.5181 -0.190
F -4.5718 7.5047 0.9808 0.0416 -0.0318 -0.0265 -0.344
F -1.9502 2.0923 -0.4860 0.0642 -0.0353 -0.0381 -0.350
F -6.1971 7.1851 2.5499 -0.0218 -0.0507 0.0352 -0.344
O -1.9999 -2.2917 1.3444 0.0816 -0.5626 -0.1301 -0.615
O -5.8220 5.4915 0.9353 0.1488 -0.1631 0.1194 -0.424
O -4.2368 5.8583 2.6519 -0.0468 -0.2042 -0.0868 -0.422
O 1.1207 -0.7091 1.5356 -0.5695 -0.6040 1.0223 0.513
O 2.5086 2.1346 2.3125 -0.0003 0.0578 0.1490 -0.314
O -5.5471 3.2664 0.7759 0.0482 -0.1181 0.0210 -0.621
O 2.8402 -1.6991 4.8135 -0.2839 -1.5215 -1.4494 -0.512
O -3.5917 3.7224 2.8972 0.0252 -0.0089 0.0907 -0.674
O -1.0320 -4.2594 0.5626 -0.0583 0.0908 0.2341 -0.561
C -2.2598 0.9437 0.2506 -0.1519 -0.0168 0.1636 -0.078
C -2.9362 -1.8362 -6.1513 0.1774 0.4666 0.0914 -1.169
C 4.4314 1.8253 0.3387 0.3393 0.0221 -0.3014 -0.768
C -1.9927 1.2051 1.7161 0.3573 0.6672 -0.5324 0.130
C 3.7159 2.8291 2.5660 0.0726 -0.1825 -0.6054 -0.633
C -1.6733 -0.9772 -5.9660 0.1042 -0.2749 0.3381 -0.323
C -0.9564 -1.8116 -3.6508 -0.0859 -0.0667 -0.4612 0.238
C 1.5374 -1.6720 -2.9650 -0.1984 -0.4377 -0.0292 -1.174
C 2.6681 -2.5895 3.9762 0.2048 1.4191 1.2809 -0.126
C -4.2579 4.5786 2.3725 0.2963 0.1434 0.3329 0.601
C 0.4886 -2.2550 -3.9132 -0.1899 0.3819 -0.0978 -0.768
C -0.5342 1.6711 1.9374 -0.1624 -1.0212 0.5652 -0.847
C -1.4001 -0.6215 -4.5058 -0.3879 -0.0987 0.3133 -1.068
C 1.3461 -3.0072 3.4392 0.0878 0.0481 0.2973 -0.538
C 4.8666 2.2650 1.7216 -0.2509 -0.0950 0.4848 -0.447
C 2.2951 -3.0859 0.5286 -0.4237 0.1630 0.0601 -0.809
C -5.2847 4.3360 1.2583 -0.3730 0.0313 -0.3832 0.667
C 1.8228 -3.2122 -0.9279 0.3806 -0.1308 -0.0878 -0.583
C 1.2840 -1.8871 -1.4768 0.3596 -0.0254 0.2486 0.961
C 2.1063 1.2625 3.3647 -0.2434 -0.0910 -0.2604 -0.709
B -0.8558 -3.0467 1.1729 -0.4236 0.1335 -0.0164 0.739
B -5.2216 6.5756 1.7760 -0.1202 0.4482 -0.0326 0.499
H -0.1353 -0.2869 3.8167 -0.0078 -0.3542 -0.0279 -0.154
H -3.7582 -1.2220 -6.5072 -0.1483 -0.0373 -0.1608 0.320
H 5.6305 3.0389 1.6611 0.1726 0.0380 -0.0436 0.360
H -0.8278 -1.5431 -6.3545 0.2093 0.1408 -0.1511 0.208
H 3.9501 2.7788 3.6273 0.0958 0.1409 0.1723 0.383
H 1.8368 1.8523 4.2463 0.0185 -0.0132 0.2189 0.398
H 1.0970 -4.0165 -1.0373 -0.1925 -0.0377 -0.0399 0.082
H -2.2377 0.3293 2.3131 -0.1420 -0.1937 -0.0216 0.251
H 2.6620 -4.0340 0.9256 0.0036 -0.1822 -0.0501 0.439
H -0.6844 0.1937 -4.4087 0.1666 0.0696 -0.1099 0.372
H 2.6812 -3.5183 -1.5289 0.0681 -0.0357 -0.1119 0.483
H -1.1486 -1.5768 -2.6086 0.1303 -0.0209 0.1848 -0.170
H 3.1461 -2.4031 0.5249 0.1100 0.1077 0.1931 0.396
H 3.6951 1.0304 0.3723 -0.1724 -0.0580 0.1159 -0.077
H -3.3146 0.7445 0.0768 -0.0797 -0.1414 -0.0320 0.450
H 5.3153 1.4179 2.2416 0.0613 -0.1157 0.0390 0.251
H -1.6128 -2.6480 -3.8871 -0.1396 -0.1114 0.0671 0.328
H 0.7450 -1.9099 -4.9161 0.1116 -0.1249 -0.1588 0.344
H 0.5419 -2.7168 4.1106 -0.0053 0.2363 0.1484 0.370
H 2.4887 -2.1545 -3.1925 0.2000 0.1148 -0.1182 0.474
H 5.2963 1.4491 -0.2069 0.0660 -0.0300 -0.1049 0.392
H 0.5405 -3.3409 -3.9607 0.1164 -0.1678 0.2450 0.358
H -1.7557 -0.0544 -6.5321 0.0442 0.0463 -0.2389 0.395
H 4.0154 2.6439 -0.2440 -0.1256 0.1282 -0.0032 0.316
H -2.7423 -2.6373 -6.8554 -0.2145 -0.1520 -0.1449 0.313
H -2.6596 2.0093 2.0160 -0.1366 -0.0772 0.1308 -0.254
H -0.0619 1.9806 1.0113 -0.0176 0.3634 -0.1081 0.558
H 3.5658 3.8692 2.2780 -0.1682 0.1501 0.0626 0.368
H 2.9080 0.5724 3.6359 0.0509 -0.0698 0.1042 0.496
H 1.3164 -4.0974 3.3691 0.0844 -0.1102 -0.2196 0.557
H 1.7825 -1.0859 -0.9334 0.0357 0.1199 0.0675 -0.084
H 3.5474 -3.1154 3.5489 -0.0663 0.0731 0.0601 0.302
H -2.1822 -2.1403 2.2723 -0.0832 0.5491 0.1578 0.287
H -1.6456 0.1362 -0.1459 0.0656 -0.1276 -0.0889 -0.221
H -0.5483 2.4981 2.6450 0.1895 0.2886 -0.0875 0.371
H 1.6749 -0.6152 -3.1823 -0.1453 0.1894 0.0628 0.318
H 0.2307 -1.8024 -1.2144 -0.1560 0.1555 -0.0570 -0.512
H -3.2674 -2.2662 -5.2108 0.0314 -0.1908 0.1143 0.329
H -0.2273 -4.7771 0.6018 0.2003 -0.1484 -0.3331 0.317
H -2.3340 -0.2482 -4.0813 -0.0590 0.1773 0.0402 0.368
```
Positions in Å, forces in eV/Å.

Calculated values
Kohn-Sham gap: 0.2978 Ha
strongest force on any atom: 2.12 eV/A
M: 559.3 g mol⁻¹
total charge: -1

***

# C8H24N5O4Tl

A structure of composition C8H24N5O4Tl in a non-equilibrium geometry (ωB97M-V/def2-TZVPD, the Open Molecules 2025 dataset).

Geometry as XYZ:
```
42
Properties=species:S:1:pos:R:3:forces:R:3:mulliken_charge:R:1
Tl 1.0483 -0.1385 -1.1808 -0.6134 -0.0591 0.9329 1.081
O 0.6789 2.3832 -2.5027 1.3489 -1.8592 3.1184 -0.576
O -1.4491 -1.0938 0.9089 1.0299 1.0441 -1.6363 -0.255
O 1.2492 1.7986 1.0376 -0.6643 1.9842 1.6732 -0.178
O 2.1371 -1.4711 1.2746 -1.5078 -0.0561 -3.6348 -0.475
N 2.6720 -0.5057 3.1982 -0.5839 2.4763 0.8228 -0.325
N 0.6635 4.3311 -3.6269 1.6346 3.7483 0.4466 -0.378
N -0.4123 -2.7224 -1.5849 -0.2133 1.0462 -0.2019 -0.337
N -0.4424 2.6624 -4.3578 -2.4134 -2.0719 -2.4859 -0.382
N 3.4891 -2.4667 2.7534 1.0782 -1.9683 -0.3218 -0.421
C -0.2618 3.7059 0.9746 0.0059 1.5912 -2.1661 -1.152
C 0.5515 2.7533 1.8003 -1.0899 -2.9087 -1.9425 -0.008
C -2.6987 -3.5323 -1.6087 -1.3955 -2.0853 0.7312 -1.668
C -1.7649 -2.5561 -1.0532 0.4070 1.9603 2.0756 0.368
C 2.7658 -1.4885 2.2980 -0.2304 1.3179 2.4506 0.621
C -1.0862 -0.9592 2.2617 0.1463 -0.2904 -0.2062 -0.291
C -1.7455 -2.4212 0.5193 -0.6830 0.0711 -0.7363 -0.690
C 0.3365 3.0849 -3.4277 0.1954 0.7866 -0.2837 0.707
H -2.4933 -4.5339 -1.2308 0.2481 -0.3134 -0.3926 0.385
H -1.9767 -1.2404 2.8238 0.3865 -0.1285 0.6962 0.385
H -3.6794 -3.3374 -1.1749 -0.2423 0.2199 -0.3224 0.411
H -0.6416 3.2834 -5.1290 -0.3569 -0.8811 -0.1439 0.172
H 0.1964 3.7976 -0.0102 0.4071 -0.1143 -0.0700 0.259
H -0.1828 -1.5488 2.4179 -0.2245 -0.4089 0.5705 0.185
H 2.1507 0.3187 2.9361 0.2076 -0.2415 0.1292 0.116
H 3.9192 -2.3043 3.6527 0.2603 -1.1232 -0.3811 0.175
H 0.2829 4.8637 -4.3960 0.0807 -0.1899 0.1891 0.158
H -2.7526 -2.5562 0.9136 -0.1507 -0.8018 -0.1338 0.437
H -1.0465 -3.1198 0.9793 0.0567 -0.1970 0.0473 0.362
H 1.2779 3.3927 2.3019 1.3919 0.4254 0.1786 0.372
H -1.2657 3.3958 0.6844 -0.2103 -0.7168 0.7415 0.324
H 3.0647 -0.5388 4.1281 -0.0698 0.0313 -0.3168 0.177
H -0.5736 -2.9306 -2.5599 0.6605 -0.0003 -0.4590 0.290
H 0.0547 -3.5173 -1.1725 0.1773 -0.1720 0.1640 0.275
H 1.3216 4.8534 -3.0663 -0.1158 -0.4484 0.1185 0.224
H -2.7727 -3.5289 -2.6962 0.0983 0.0307 0.0821 0.444
H -0.7871 0.0634 2.4915 -0.4103 0.1401 -0.2996 -0.141
H 0.0042 2.3065 2.6303 0.0908 -0.3328 0.2690 0.343
H -2.2257 -1.6219 -1.3742 0.7341 0.6474 -0.1604 0.176
H -0.3482 4.7501 1.2749 0.1660 -0.2689 0.7823 0.407
H 3.4446 -3.2993 2.1835 0.6942 -0.2794 0.7319 0.247
H -0.7019 1.6885 -4.2921 -0.3309 0.3963 -0.6563 0.176
```
Positions in Å, forces in eV/Å.

Calculated values
Kohn-Sham gap: 0.1278 Ha
strongest force on any atom: 4.11 eV/A
energy relative to the best compared isomer or geometry (same formula, charge and spin): 0.0 kJ/mol
M: 458.7 g mol⁻¹
total charge: +2

***

# C3H10S3

A cluster of 2 separate species, C3H10S3 in total in a non-equilibrium geometry (ωB97M-V/def2-TZVPD, the Open Molecules 2025 dataset).

Geometry as XYZ:
```
16
Properties=species:S:1:pos:R:3:forces:R:3:mulliken_charge:R:1
S 0.6295 0.5012 -1.8303 -0.3936 0.7919 -0.4823 0.016
S -1.4846 -1.5408 2.8034 0.4335 0.3088 0.1943 -0.086
S -0.8340 1.2503 -3.1206 0.2042 -0.8234 -0.2902 -0.228
C 2.1714 1.2912 -2.3958 -1.0890 0.8055 0.3822 -0.797
C -0.1123 -0.3856 2.8673 0.1438 1.0103 0.5196 -0.773
C -1.7546 -1.8951 1.0776 -0.9949 -0.5695 -0.8112 -0.617
H -1.4699 -2.9245 0.8587 0.0851 0.0413 0.0119 0.272
H 2.7429 1.2015 -1.4720 0.8307 -0.3734 -0.5926 0.260
H -0.4015 0.6653 2.7486 -0.3498 -0.2304 -0.2471 0.277
H 2.0121 2.3667 -2.5084 -0.2161 -0.0602 0.1162 0.297
H -2.8403 -1.8272 0.9542 0.0788 -0.1714 -0.0908 0.277
H -1.3643 -1.2762 0.2706 0.4513 0.4260 0.5547 0.102
H -0.7753 2.5769 -2.9872 0.2258 0.2293 0.5304 0.140
H 2.5255 0.9539 -3.3640 0.4318 -0.5839 0.3595 0.317
H 0.2276 -0.4263 3.9056 0.2326 -0.2290 -0.1490 0.266
H 0.7279 -0.5315 2.1921 -0.0741 -0.5721 -0.0055 0.276
```
Positions in Å, forces in eV/Å.

Calculated values
SMILES: CSC.CSS
Kohn-Sham gap: 0.3199 Ha
strongest force on any atom: 1.41 eV/A
energy relative to the best compared isomer or geometry (same formula, charge and spin): 66.8 kJ/mol
M: 142.3 g mol⁻¹

***

# C4H12

A cluster of 2 separate species, C4H12 in total in a non-equilibrium geometry (ωB97M-V/def2-TZVPD, the Open Molecules 2025 dataset).

Geometry as XYZ:
```
16
Properties=species:S:1:pos:R:3:forces:R:3:mulliken_charge:R:1
C -1.6443 0.5299 5.3990 0.6031 2.1347 0.3474 -0.785
C 2.0286 -1.0132 -4.6453 -0.0276 -1.2479 -0.0145 -0.846
C 2.3197 -1.1559 -6.1583 0.7571 0.9849 1.7828 -0.753
C -2.7729 1.5937 5.2563 -0.3153 -1.3442 1.0034 -0.798
H 2.4292 -1.9080 -4.1562 0.1723 0.2267 0.1810 0.262
H 3.3513 -0.8474 -6.3367 0.0992 -0.3018 -0.1089 0.244
H -3.6975 1.1652 5.6283 -0.4321 0.2010 -0.0405 0.252
H -1.5423 -0.2277 4.6459 -0.0032 -0.0589 -0.5463 0.302
H -1.5349 0.0533 6.3736 -0.7917 -0.0063 0.0957 0.271
H -2.9660 2.0087 4.2722 0.3734 -0.2381 -0.2256 0.284
H -0.8201 1.2527 5.4369 0.8308 -0.9395 -0.6535 0.219
H 1.7253 -0.4150 -6.6584 -0.5758 -0.2653 -0.8301 0.266
H -2.4863 2.4018 5.9222 -0.2649 0.2511 0.0194 0.255
H 2.4474 -0.1495 -4.1390 -0.0216 0.2302 -0.2214 0.297
H 0.9582 -1.0852 -4.4455 -0.0454 0.3211 -0.0555 0.264
H 2.2045 -2.2035 -6.3949 -0.3582 0.0521 -0.7335 0.266
```
Positions in Å, forces in eV/Å.

Calculated values
SMILES: CC.CC
Kohn-Sham gap: 0.4653 Ha
strongest force on any atom: 2.25 eV/A
energy relative to the best compared isomer or geometry (same formula, charge and spin): 58.0 kJ/mol
M: 60.1 g mol⁻¹